(1)
{"formula": "C9H11FN2", "method": "ωB97M-V with the def2-TZVPD basis set", "charge": 0, "e_homo_ev": [-6.21, -9.28], "multiplicity": 3, "de_lowest_ev": 1.661, "e_tot_ha": -558.6524, "symbols": ["C", "C", "C", "C", "C", "C", "C", "C", "C", "N", "N", "F", "H", "H", "H", "H", "H", "H", "H", "H", "H", "H", "H"], "coordinates": [[2.022, 0.283, -1.567], [2.853, -0.891, 0.001], [1.568, 0.829, -0.375], [0.630, 3.244, 0.110], [-1.277, -0.263, -1.256], [0.786, 1.955, -0.125], [-1.311, 0.611, -0.283], [-2.454, -1.090, -1.587], [1.493, -0.111, 2.011], [2.830, -0.797, -1.315], [2.021, -0.037, 0.646], [-2.248, 1.290, 0.344], [1.723, 0.566, -2.549], [3.168, -1.793, 0.534], [-0.396, 3.486, 0.061], [1.326, 4.053, 0.001], [-0.292, -0.535, -1.668], [-2.525, -1.978, -0.891], [-2.364, -1.465, -2.552], [-3.336, -0.332, -1.562], [1.657, 0.838, 2.684], [0.411, -0.140, 1.909], [1.795, -0.992, 2.534]], "mulliken_charge": [-0.48, -0.08, 0.33, -0.92, 0.09, -0.03, 0.12, -1.06, -0.73, -0.62, 0.22, -0.23, 0.50, 0.34, 0.28, 0.31, 0.22, 0.23, 0.36, 0.26, 0.24, 0.29, 0.35]}

***

(2)
{"formula": "C9H11FO12Zn", "method": "ωB97M-V with the def2-TZVPD basis set", "charge": 0, "e_homo_ev": -9.07, "de_lowest_ev": 0.000, "e_tot_ha": -3131.7926, "symbols": ["Zn", "O", "C", "O", "O", "H", "O", "C", "O", "O", "H", "C", "C", "C", "O", "C", "O", "O", "H", "H", "H", "H", "H", "H", "C", "C", "O", "C", "O", "O", "F", "H", "H", "H"], "coordinates": [[-1.346, -0.135, -1.491], [-4.184, 2.018, -0.227], [-3.133, 1.319, -0.675], [-2.583, 0.475, 0.116], [-2.682, 1.442, -1.832], [-4.420, 1.537, 0.579], [-0.965, -1.750, -4.879], [-1.094, -1.113, -3.711], [-0.218, -0.303, -3.303], [-2.096, -1.362, -2.984], [-0.088, -1.516, -5.208], [3.588, 3.694, 0.398], [2.780, 2.557, 1.032], [1.462, 2.976, 1.728], [0.446, 2.341, 0.989], [0.972, 1.658, -0.046], [0.310, 1.060, -0.838], [2.298, 1.730, -0.058], [4.249, 4.131, 1.146], [2.916, 4.447, -0.011], [4.194, 3.267, -0.398], [3.446, 1.951, 1.643], [1.381, 4.060, 1.652], [1.497, 2.657, 2.767], [-0.059, -4.488, 1.492], [-1.379, -3.904, 1.995], [-1.685, -2.919, 1.043], [-0.604, -2.667, 0.296], [-0.526, -1.778, -0.497], [0.383, -3.528, 0.543], [-1.142, -3.230, 3.184], [-0.161, -5.456, 1.001], [0.631, -4.585, 2.326], [-2.188, -4.588, 2.227]], "mulliken_charge": [1.27, -0.47, 0.96, -0.63, -0.61, 0.34, -0.46, 0.93, -0.61, -0.66, 0.34, -1.37, 0.35, -0.47, -0.28, 0.47, -0.55, -0.36, 0.38, 0.36, 0.33, 0.35, 0.30, 0.30, -0.40, 0.33, -0.22, 0.59, -0.74, -0.33, -0.29, 0.31, 0.28, 0.27]}

***

(3)
{"formula": "C9H11FeO7", "method": "ωB97M-V with the def2-TZVPD basis set", "charge": 0, "e_homo_ev": [-6.83, -7.18], "multiplicity": 6, "de_lowest_ev": 0.000, "e_tot_ha": -2139.6309, "symbols": ["Fe", "O", "O", "C", "O", "C", "C", "C", "C", "O", "C", "O", "C", "C", "H", "H", "H", "H", "H", "O", "H", "H", "C", "O", "H", "H", "H", "H"], "coordinates": [[0.492, -3.707, 0.414], [2.174, -3.767, 0.453], [0.041, -1.578, -1.970], [0.561, -0.302, -0.103], [0.623, -0.917, 0.912], [0.513, 1.153, -0.263], [0.213, 1.697, -1.507], [0.175, 3.077, -1.696], [0.455, 3.853, -0.597], [0.492, 5.208, -0.529], [0.835, 5.537, 0.823], [0.993, 4.314, 1.541], [0.756, 3.311, 0.645], [0.791, 1.963, 0.857], [0.005, 1.029, -2.332], [-0.055, 3.520, -2.653], [0.024, 6.116, 1.266], [1.775, 6.088, 0.829], [1.031, 1.527, 1.817], [-0.486, -2.691, -1.325], [0.756, -1.443, -1.260], [-1.322, -2.345, -0.979], [-1.849, -5.622, 0.787], [-1.533, -4.214, 0.860], [-2.881, -5.786, 1.092], [-1.167, -6.200, 1.407], [-1.730, -5.912, -0.253], [-1.684, -3.909, 1.764]], "mulliken_charge": [0.71, -0.98, -0.34, 0.08, -0.38, 0.18, -0.51, -0.88, 0.93, -0.48, -0.21, -0.48, 1.01, -1.25, 0.50, 0.44, 0.25, 0.25, 0.45, -0.33, 0.50, 0.35, -0.54, -0.42, 0.27, 0.29, 0.25, 0.31]}

***

(4)
{"formula": "C9H11HfNO2", "method": "ωB97M-V with the def2-TZVPD basis set", "charge": 0, "e_homo_ev": -7.46, "de_lowest_ev": 0.000, "e_tot_ha": -602.6852, "symbols": ["C", "C", "C", "C", "C", "Hf", "C", "C", "C", "N", "H", "H", "H", "H", "H", "H", "H", "H", "H", "H", "O", "C", "O", "H"], "coordinates": [[0.087, -1.753, -1.447], [-1.145, -1.490, -0.781], [-1.014, -1.892, 0.592], [0.313, -2.424, 0.773], [0.975, -2.382, -0.517], [0.580, -0.217, 0.355], [-1.578, 1.928, -0.776], [-1.076, 2.639, -1.786], [0.047, 2.999, -2.414], [2.501, -0.222, 0.240], [-1.824, -1.922, 1.328], [-2.077, -1.168, -1.251], [0.672, -2.897, 1.690], [1.964, -2.782, -0.742], [0.288, -1.512, -2.492], [-2.227, 1.080, -0.963], [3.337, 0.250, -0.127], [-1.449, 2.221, 0.259], [0.090, 3.780, -3.196], [1.046, 2.535, -2.226], [0.448, 0.055, 4.311], [0.124, 0.812, 3.423], [0.232, 0.575, 2.110], [-0.313, 1.787, 3.635]], "mulliken_charge": [-0.71, -0.40, -0.38, -0.49, -0.24, 1.07, -0.81, 0.38, -0.70, -0.60, 0.45, 0.68, 0.42, 0.36, 0.45, 0.32, 0.12, 0.41, 0.24, 0.20, -0.50, 0.12, -0.72, 0.34]}

***

(5)
{"formula": "C9H11IN2", "method": "ωB97M-V with the def2-TZVPD basis set", "charge": 0, "e_homo_ev": -8.62, "smiles": "C/C=C(\\I)c1nc(C)cc(C)n1", "de_lowest_ev": 0.000, "e_tot_ha": -756.6941, "symbols": ["C", "C", "C", "C", "C", "C", "C", "C", "C", "N", "N", "I", "H", "H", "H", "H", "H", "H", "H", "H", "H", "H", "H"], "coordinates": [[-1.338, -0.366, -1.946], [-1.738, -0.379, -0.604], [0.044, -0.293, -2.089], [0.320, 0.028, 0.106], [1.179, 0.831, 2.467], [1.264, 0.115, 1.300], [-3.220, -0.449, -0.151], [0.674, -0.395, -3.434], [2.087, 0.977, 3.651], [-0.937, -0.092, 0.399], [0.906, -0.156, -1.030], [3.195, -0.904, 0.898], [-1.996, -0.643, -2.776], [0.190, 1.406, 2.439], [-3.906, -0.624, -0.950], [-3.221, -1.161, 0.782], [-3.470, 0.568, 0.233], [0.075, 0.017, -4.265], [1.718, -0.065, -3.319], [0.701, -1.435, -3.652], [1.953, 0.255, 4.481], [3.288, 0.780, 3.338], [2.230, 1.984, 4.120]], "mulliken_charge": [-0.98, 0.86, 0.79, 0.67, 0.23, -0.49, -1.15, -1.25, -1.08, -0.49, -0.40, -0.03, 0.33, 0.28, 0.36, 0.29, 0.28, 0.36, 0.34, 0.31, 0.25, 0.20, 0.29]}

***

(6)
{"formula": "C9H11IN2O2", "method": "ωB97M-V with the def2-TZVPD basis set", "charge": 0, "e_homo_ev": [-7.13, -7.14], "de_lowest_ev": 0.000, "e_tot_ha": -907.1380, "symbols": ["C", "C", "C", "C", "C", "C", "C", "C", "C", "N", "N", "O", "O", "I", "H", "H", "H", "H", "H", "H", "H", "H", "H", "H", "H"], "coordinates": [[-0.197, -1.500, -1.904], [-1.446, -1.481, -1.257], [0.892, -0.962, -1.304], [-1.561, -0.879, -0.031], [-0.404, -0.288, 0.617], [2.501, 2.444, -0.365], [3.000, 3.234, 0.749], [-3.872, -1.567, 0.465], [1.915, 0.113, 0.589], [0.812, -0.400, -0.058], [-2.716, -0.742, 0.688], [-0.470, 0.260, 1.718], [2.282, 2.560, -1.514], [3.772, -0.879, 0.417], [-0.101, -1.952, -2.877], [-2.301, -1.927, -1.735], [1.868, -0.960, -1.761], [3.022, 4.300, 0.499], [2.384, 3.069, 1.630], [4.011, 2.894, 0.978], [-4.639, -1.304, 1.190], [-4.269, -1.388, -0.536], [-3.645, -2.637, 0.562], [1.705, 0.405, 1.608], [-2.544, -0.412, 1.629]], "mulliken_charge": [-0.82, -0.36, -0.26, 0.10, 1.05, 0.70, -0.99, -1.03, -1.01, 0.12, -0.22, -0.74, -0.39, 0.03, 0.38, 0.32, 0.35, 0.37, 0.30, 0.26, 0.36, 0.27, 0.35, 0.57, 0.28]}

***

(7)
{"formula": "C9H11MnNO12P2", "method": "ωB97M-V with the def2-TZVPD basis set", "charge": 0, "e_homo_ev": [-9.23, -9.30], "multiplicity": 2, "e_tot_ha": -3141.0598, "symbols": ["Mn", "O", "C", "O", "C", "C", "C", "C", "C", "N", "C", "O", "O", "H", "H", "H", "H", "C", "C", "O", "P", "O", "O", "O", "P", "O", "O", "O", "H", "H", "H", "H", "H", "H", "H", "O"], "coordinates": [[0.095, -1.060, -0.390], [1.551, -1.014, -3.852], [1.157, -1.030, -2.581], [-0.036, -1.027, -2.283], [2.329, -1.050, -1.599], [3.710, -1.054, -1.644], [4.370, -1.072, -0.396], [3.695, -1.086, 0.844], [2.309, -1.081, 0.817], [1.807, -1.062, -0.396], [1.196, -1.102, 1.910], [1.588, -1.150, 3.048], [-0.033, -1.097, 1.497], [0.722, -1.003, -4.362], [4.259, -1.042, -2.575], [5.451, -1.076, -0.387], [4.228, -1.102, 1.784], [-3.133, 2.365, 1.357], [-2.281, 1.535, 0.427], [-2.433, 2.024, -0.928], [-2.755, -0.222, 0.348], [-3.086, -0.746, 1.820], [-4.213, -0.257, -0.326], [-1.865, -1.178, -0.385], [-0.463, 1.654, 0.817], [-0.161, 3.237, 0.633], [-0.156, 1.351, 2.229], [0.219, 0.963, -0.373], [-4.186, 2.293, 1.078], [-2.839, 3.410, 1.294], [-3.020, 2.030, 2.387], [-1.611, 1.787, -1.373], [-2.913, -1.691, 1.896], [-4.385, -1.128, -0.698], [0.784, 3.352, 0.775], [0.100, -2.673, -0.414]], "mulliken_charge": [0.14, -0.47, 0.16, -0.39, 0.83, -0.49, -0.24, -0.63, 0.52, 0.32, 0.36, -0.68, -0.38, 0.40, 0.53, 0.43, 0.55, -1.77, 1.00, -0.59, 0.87, -0.50, -0.58, -0.49, 0.89, -0.62, -0.75, -0.75, 0.42, 0.43, 0.39, 0.42, 0.37, 0.33, 0.35, -0.40]}

***

(8)
{"formula": "C9H11N", "method": "ωB97M-V with the def2-TZVPD basis set", "charge": 0, "e_homo_ev": -7.86, "smiles": "[H]/N=C/[C@@]12C=CC=C(C)[C@@H]1C2", "de_lowest_ev": 1.767, "e_tot_ha": -404.1851, "symbols": ["C", "C", "C", "C", "C", "C", "C", "C", "C", "N", "H", "H", "H", "H", "H", "H", "H", "H", "H", "H", "H"], "coordinates": [[-0.923, -2.030, 0.302], [-1.795, -0.881, 0.416], [0.406, -1.769, 0.102], [-1.436, 0.385, 0.154], [2.616, -0.097, 0.156], [0.565, 0.207, -1.460], [-0.060, 0.680, -0.149], [0.990, -0.455, -0.189], [-2.236, 1.586, 0.454], [2.984, 0.792, 1.032], [-1.285, -3.078, 0.432], [-2.837, -1.040, 0.758], [1.143, -2.632, 0.144], [3.371, -0.574, -0.478], [-0.063, -0.380, -2.171], [1.348, 0.841, -1.974], [0.316, 1.687, 0.134], [-2.381, 2.049, -0.588], [-1.559, 2.352, 0.828], [-3.171, 1.425, 0.917], [4.008, 0.932, 1.181]], "mulliken_charge": [-0.67, -0.19, -0.46, 0.59, -0.40, -0.84, 0.00, 0.73, -1.50, -0.57, 0.34, 0.26, 0.26, 0.38, 0.26, 0.30, 0.21, 0.32, 0.33, 0.40, 0.25]}

***

(9)
{"formula": "C9H11N2", "method": "ωB97M-V with the def2-TZVPD basis set", "charge": 1, "e_homo_ev": [-8.85, -13.38], "multiplicity": 3, "de_lowest_ev": 2.099, "e_tot_ha": -458.5844, "symbols": ["C", "C", "C", "C", "C", "C", "C", "C", "C", "N", "N", "H", "H", "H", "H", "H", "H", "H", "H", "H", "H", "H"], "coordinates": [[-0.191, -2.285, 1.865], [0.049, -1.108, 2.628], [-0.366, -2.193, 0.561], [0.101, 0.090, 1.995], [-0.342, -0.967, -0.185], [-0.117, 0.191, 0.596], [-0.759, -1.057, -1.606], [-0.052, 1.644, 0.186], [0.747, 2.214, -1.049], [1.721, 2.113, -1.909], [-0.559, 2.165, -1.028], [-0.247, -3.178, 2.466], [0.154, -1.143, 3.630], [-0.355, -3.088, -0.130], [-0.024, 1.019, 2.549], [-0.880, -2.088, -1.720], [0.051, -0.628, -2.215], [-0.077, 2.406, 0.982], [2.641, 2.067, -1.446], [1.540, 2.133, -2.835], [-1.583, -0.457, -1.780], [-1.454, 2.150, -1.556]], "mulliken_charge": [-0.87, -0.51, -0.52, -1.02, 1.02, 1.13, -1.25, -0.05, 0.09, -0.34, -0.26, 0.40, 0.54, 0.23, 0.27, 0.44, 0.28, 0.36, 0.26, 0.23, 0.33, 0.27]}

***

(10)
{"formula": "C9H11N2PS", "method": "ωB97M-V with the def2-TZVPD basis set", "charge": 0, "e_homo_ev": -8.27, "smiles": "C[C@@H]1C=C(c2cncnc2)S[C@H]1P", "e_tot_ha": -1198.4896, "symbols": ["C", "C", "C", "C", "C", "C", "C", "C", "C", "N", "N", "P", "S", "H", "H", "H", "H", "H", "H", "H", "H", "H", "H", "H"], "coordinates": [[2.795, 0.144, -0.532], [1.753, -1.530, -1.796], [4.018, -1.219, -1.934], [1.608, -0.608, -0.743], [-0.160, 0.810, 0.317], [0.398, -0.434, 0.074], [-1.548, 0.924, 0.980], [-2.129, -0.441, 0.950], [-2.384, 1.861, 0.100], [3.984, -0.183, -1.031], [2.951, -1.783, -2.444], [-2.862, -1.090, 2.506], [-0.419, -1.850, 0.649], [2.806, 0.902, 0.239], [0.952, -2.016, -2.231], [5.076, -1.377, -2.286], [0.383, 1.547, -0.293], [-1.459, 1.434, 1.917], [-2.562, -0.688, 0.028], [-2.550, 1.461, -0.876], [-1.852, 2.819, 0.095], [-3.384, 1.997, 0.457], [-3.634, -0.088, 2.779], [-1.779, -0.591, 3.074]], "mulliken_charge": [-0.14, -0.23, 0.01, -0.04, -0.92, 0.58, 0.82, -0.99, -1.62, -0.60, -0.58, 0.05, -0.15, 0.43, 0.56, 0.31, 0.32, 0.34, 0.59, 0.37, 0.41, 0.42, 0.01, 0.04]}

***

(11)
{"formula": "C9H11N2ReSbSe5", "method": "ωB97M-V with the def2-TZVPD basis set", "charge": 3, "e_homo_ev": -17.33, "e_tot_ha": -12783.6039, "symbols": ["Re", "Se", "Sb", "Se", "Se", "Se", "C", "H", "H", "H", "C", "N", "C", "Se", "N", "C", "C", "C", "C", "C", "C", "H", "H", "H", "H", "H", "H", "H", "H"], "coordinates": [[0.582, 0.029, 0.049], [2.695, 4.059, -2.494], [2.635, 3.895, -0.137], [2.639, 0.763, 0.015], [-0.815, 1.857, 0.038], [2.702, 4.261, 2.195], [-2.626, 1.151, 0.051], [-3.124, 1.511, -0.848], [-3.129, 1.563, 0.925], [-2.631, 0.067, 0.083], [0.370, -4.625, 2.193], [0.373, -4.838, 0.751], [0.301, -3.911, -0.208], [-0.201, -2.132, 0.043], [0.386, -4.493, -1.412], [0.525, -5.856, -1.243], [0.639, -6.902, -2.154], [0.717, -8.166, -1.614], [0.686, -8.391, -0.221], [0.592, -7.358, 0.684], [0.511, -6.075, 0.145], [0.393, -3.562, 2.420], [1.249, -5.095, 2.631], [-0.523, -5.065, 2.634], [0.371, -4.020, -2.305], [0.663, -6.732, -3.221], [0.805, -9.018, -2.274], [0.740, -9.407, 0.146], [0.573, -7.534, 1.750]], "mulliken_charge": [0.70, -0.05, 1.04, -0.08, 0.03, -0.05, -0.70, 0.33, 0.33, 0.19, -0.83, 0.20, 0.18, -0.07, 0.05, 0.53, -0.92, -0.50, -0.68, -0.57, 0.85, 0.28, 0.37, 0.38, 0.25, 0.42, 0.43, 0.43, 0.45]}

***

(12)
{"formula": "C9H11N4", "method": "ωB97M-V with the def2-TZVPD basis set", "charge": 1, "e_homo_ev": [-11.77, -11.78], "de_lowest_ev": 3.135, "e_tot_ha": -568.2317, "symbols": ["C", "C", "C", "C", "C", "C", "C", "C", "C", "N", "N", "N", "N", "H", "H", "H", "H", "H", "H", "H", "H", "H", "H", "H"], "coordinates": [[3.236, -0.326, 1.040], [2.879, -1.499, 0.462], [2.262, 0.642, 1.375], [1.511, -1.693, 0.133], [0.955, 0.425, 1.029], [0.559, -0.706, 0.299], [-1.552, 1.324, -1.911], [-2.031, 1.231, -0.463], [-0.759, -0.812, -0.320], [-0.667, 0.541, -2.237], [-1.665, 0.200, 0.272], [-2.869, 2.174, -0.091], [-1.179, -2.000, -0.826], [4.247, -0.135, 1.537], [3.421, -2.391, 0.305], [2.456, 1.548, 1.900], [1.510, -2.729, -0.218], [0.346, 1.270, 1.228], [-2.123, 2.143, -2.432], [-1.703, 0.286, 1.326], [-3.209, 2.943, -0.579], [-3.248, 2.038, 0.874], [-1.944, -2.026, -1.492], [-0.433, -2.447, -1.210]], "mulliken_charge": [-0.38, -0.74, -0.74, -0.47, -0.28, 1.16, -0.09, 0.73, 0.06, -0.61, -0.21, -0.35, -0.38, 0.28, 0.41, 0.43, 0.22, 0.28, 0.33, 0.39, 0.20, 0.25, 0.30, 0.20]}